This record from the OMol25 dataset describes a gas-phase ion, C2H9N2O (charge +1) in a non-equilibrium geometry. The level of theory is wB97M-V/def2-TZVPD.

Last columns: bonded neighbours and bond lengths (Å).
CARTESIAN COORDINATES (ANGSTROEM)
1 N 1.0823 -1.2360 -1.1533  C2 1.491, H6 1.012, H7 1.002, H8 1.053
2 C 0.2531 -0.0058 -1.0046  N1 1.491, N3 1.437, H9 1.186, H10 1.208
3 N -0.6065 -0.0956 0.1432  C2 1.437, C4 1.467, H11 1.053
4 C -0.4406 0.9113 1.1966  N3 1.467, O5 1.378, H12 1.120, H13 1.112
5 O -1.6436 1.0261 1.8581  C4 1.378, H14 0.961
6 H 1.4444 -1.3410 -2.0924  N1 1.012
7 H 1.8233 -1.3431 -0.4876  N1 1.002
8 H 0.4127 -2.0370 -1.0124  N1 1.053
9 H 1.0025 0.8605 -0.6954  C2 1.186
10 H -0.2917 0.2008 -2.0623  C2 1.208
11 H -1.6435 -0.0993 -0.0376  N3 1.053
12 H -0.1813 1.9048 0.7501  C4 1.120
13 H 0.3989 0.5786 1.8459  C4 1.112
14 H -1.6100 0.6756 2.7520  O5 0.961

## Properties
* E_HOMO: -13.98 eV
* total charge: +1
* energy above the lowest of the compared OMol25 structures with the same formula, charge and spin: 227.35 kJ/mol
* Kohn-Sham gap: 10.23 eV
* E: -266.06508 a.u.
* SMILES: [NH3+]CNCO

Mulliken atomic charges, in units of e: number 1, N, carries -0.322; number 2, C, carries -0.458; number 3, N, carries -0.270; number 4, C, carries -0.367; number 5, O, carries -0.517; number 6, H, carries 0.354; number 7, H, carries 0.325; number 8, H, carries 0.373; number 9, H, carries 0.347; number 10, H, carries 0.331; number 11, H, carries 0.251; number 12, H, carries 0.310; number 13, H, carries 0.295; number 14, H, carries 0.348